Record 1
Entry from the Open Molecules 2025 dataset: a structure of composition C34H83BaO18 (wB97M-V/def2-TZVPD).

Structure (XYZ):
```
136
Properties=species:S:1:pos:R:3:forces:R:3
Ba 2.221836 2.748553 2.421266 -1.53 -1.20 0.02
C -1.385781 0.634327 0.322349 -0.15 0.37 0.44
C -0.387825 1.567581 0.998055 0.75 -0.50 0.30
O 0.619055 1.938738 0.331585 0.73 0.42 -0.95
O -0.442859 1.846940 2.211719 -0.52 0.20 0.92
H -1.988270 1.185714 -0.401058 0.24 -0.06 -0.27
H -2.092204 0.191086 1.021033 0.16 0.12 0.25
H -0.817537 -0.168324 -0.145314 -0.08 0.10 -0.32
C -0.270225 2.280424 -7.640972 1.00 0.12 -0.62
O 0.323155 3.383661 -6.982046 -0.28 0.09 0.10
C -0.593754 4.203907 -6.298997 -0.25 0.11 0.38
C -1.096671 3.606706 -5.000405 -0.08 0.18 0.11
O -0.022531 3.370213 -4.113327 0.26 -0.15 -0.29
C -0.438455 3.036071 -2.819471 0.59 -0.77 0.54
H 0.583622 1.700291 -7.994000 -0.14 -0.35 0.24
H -0.771744 2.580402 -8.566780 -0.44 0.20 0.22
H -0.914191 1.673683 -7.005778 0.04 -0.01 0.06
H -1.480665 4.428009 -6.903766 0.01 -0.05 -0.21
H -0.113940 5.157955 -6.080030 0.26 -0.09 -0.10
H -1.655302 2.683438 -5.195790 0.07 -0.01 0.22
H -1.779150 4.328405 -4.532085 -0.18 0.01 -0.15
H -0.584601 3.921936 -2.194772 -0.53 0.01 -0.08
H 0.338377 2.451899 -2.312887 0.29 0.23 -0.22
H -1.273069 2.324463 -2.809975 -0.44 0.46 -0.10
C 4.546179 -3.800546 -0.646903 0.01 0.06 -0.04
O 3.544341 -3.898111 0.350462 -0.24 0.55 -0.56
C 2.567570 -4.873273 0.060667 -0.29 -0.09 0.91
C 1.552671 -4.869182 1.199703 -0.90 -0.12 -0.66
O 0.936071 -3.636049 1.478872 0.53 0.69 0.63
C 0.146305 -3.036579 0.472354 0.91 -0.48 -1.03
H 5.320435 -4.515217 -0.372429 0.34 0.05 -0.47
H 4.938554 -2.783881 -0.717310 0.12 0.01 0.66
H 4.184824 -3.951439 -1.669737 -0.23 -0.56 0.17
H 3.000352 -5.879955 0.065873 0.11 -0.05 -0.26
H 2.073464 -4.700452 -0.898609 0.11 0.11 -0.09
H 2.009109 -5.222896 2.122433 0.10 0.19 0.05
H 0.732206 -5.555059 0.945508 0.27 -0.39 -0.12
H 0.718916 -2.787532 -0.432563 0.34 0.04 0.15
H -0.196497 -2.086624 0.866429 -0.58 -0.23 0.18
H -0.612187 -3.721389 0.088653 -0.52 0.21 0.50
C -3.309617 -2.089358 -4.650353 0.52 0.85 -0.61
O -4.219642 -1.590295 -3.687507 0.54 -0.09 -0.19
C -3.890014 -0.327660 -3.126541 -0.97 -0.37 -0.53
C -4.155592 0.858153 -4.039675 0.33 0.89 0.36
O -3.227598 0.938587 -5.114772 -0.12 -0.68 -0.30
C -3.764383 1.561559 -6.268706 -0.30 -0.31 0.25
H -3.092611 -1.328012 -5.407039 -0.34 -0.12 -0.13
H -3.759977 -2.948565 -5.136478 0.07 -0.17 0.21
H -2.305686 -2.299737 -4.257009 -0.25 -0.42 0.47
H -2.863822 -0.265736 -2.747953 0.02 -0.26 0.08
H -4.639032 -0.323424 -2.331273 0.44 0.72 0.40
H -4.001645 1.790213 -3.475063 -0.09 -0.11 0.42
H -5.203633 0.920895 -4.344873 0.06 -0.50 -0.41
H -4.521755 0.939911 -6.760483 -0.13 -0.03 0.25
H -2.967778 1.671998 -7.000580 0.04 0.36 0.19
H -4.222654 2.503914 -5.955083 0.11 0.23 -0.47
C 5.267545 1.079771 4.193990 1.38 -1.11 -0.33
O 4.761061 1.620752 2.989923 -1.40 0.68 -0.21
C 5.731669 2.182707 2.130366 0.51 0.65 -0.05
C 5.255539 2.387131 0.671845 -0.01 -0.51 0.05
O 3.952309 3.031443 0.514895 1.73 -1.05 -0.12
C 3.488861 2.967040 -0.846473 -0.04 0.54 -0.38
H 5.746696 0.124219 3.943332 0.08 0.03 0.05
H 4.518740 0.812396 4.934171 -0.47 0.57 -0.28
H 6.054538 1.698616 4.630610 -0.25 0.28 0.11
H 6.594702 1.508282 2.116547 0.05 0.07 -0.36
H 6.090247 3.121165 2.569805 -0.06 0.10 -0.07
H 5.298108 1.402021 0.195748 -0.82 -0.09 0.00
H 5.988294 2.935534 0.075614 0.15 0.42 0.48
H 3.548088 1.973837 -1.297232 -0.47 -0.28 0.62
H 4.066067 3.566768 -1.558654 0.24 0.42 0.57
H 2.486846 3.381163 -0.773050 -0.20 -0.41 -0.50
C 1.553669 1.167136 5.997846 0.13 -0.41 0.79
O 1.384847 0.948213 4.606110 0.22 0.23 0.08
C 1.654824 -0.416723 4.336164 1.23 -0.54 -1.49
C 1.748150 -0.759477 2.826646 -1.92 0.42 0.88
O 2.658560 -0.016429 2.018077 -0.06 -0.14 0.76
C 2.730550 -0.568575 0.703720 -0.08 -0.13 -0.41
H 2.598286 1.044282 6.311774 0.12 0.23 -0.27
H 1.032220 0.405199 6.586590 -0.33 0.09 -0.19
H 1.192290 2.140201 6.321104 -0.07 0.10 -0.39
H 0.874205 -1.093160 4.694907 -0.17 0.31 0.24
H 2.594588 -0.699895 4.827949 0.00 0.04 0.09
H 0.726432 -0.582112 2.465983 0.01 0.12 -0.27
H 1.827992 -1.849762 2.793322 0.73 0.03 -0.36
H 2.761088 -1.657943 0.768204 0.15 0.01 -0.12
H 3.624876 -0.184504 0.210390 0.17 -0.08 0.26
H 1.894453 -0.257172 0.068800 -0.22 0.02 0.30
C 2.004160 -2.338114 -3.025943 -0.64 0.16 -0.84
O 0.633201 -1.964977 -2.897279 0.18 -0.11 0.31
C 0.414011 -0.590405 -3.158796 -0.15 0.17 0.72
C 0.379840 -0.226302 -4.637879 0.05 -1.13 0.04
O 1.654425 -0.190751 -5.251116 0.16 0.70 -0.38
C 2.274631 1.065876 -5.118986 0.12 1.09 0.20
H 2.106466 -3.364171 -2.685373 -0.04 -0.01 0.09
H 2.679050 -1.672961 -2.478582 -0.07 0.06 0.23
H 2.249457 -2.272028 -4.086396 0.42 -0.16 0.04
H 1.123790 -0.038811 -2.526104 0.26 0.37 -0.48
H -0.547756 -0.326963 -2.704133 -0.15 -0.27 -0.23
H -0.250845 0.654159 -4.797987 0.34 0.22 -0.12
H -0.082444 -1.078740 -5.146856 -0.40 0.15 0.17
H 3.254243 1.116335 -5.595753 0.14 -0.75 0.26
H 2.338347 1.329240 -4.055639 0.32 0.06 0.01
H 1.764962 1.916571 -5.593622 -0.60 -0.44 0.03
C -4.858208 3.421378 6.450553 0.34 -0.17 -1.05
O -3.676462 3.544154 7.221605 -0.32 -0.05 0.23
C -3.233482 2.347784 7.792469 0.95 -0.23 0.80
C -2.319357 1.526509 6.895200 -0.87 -0.09 -0.61
O -3.084636 0.949303 5.847933 -0.13 -0.30 0.31
C -2.287447 0.244910 4.932509 -0.08 0.05 -0.74
H -4.691745 2.763555 5.591161 0.06 -0.04 0.08
H -5.046128 4.409995 6.037721 -0.30 0.06 0.28
H -5.721916 3.008600 6.976291 0.08 0.27 0.43
H -4.030817 1.752493 8.252047 -0.28 -0.14 -0.59
H -2.624798 2.591663 8.673850 0.07 0.38 -0.18
H -1.834047 0.740261 7.489747 0.11 0.04 -0.01
H -1.575698 2.163954 6.397882 0.19 0.13 0.45
H -1.523169 0.905110 4.504697 0.25 -0.17 0.13
H -2.902065 -0.062633 4.084256 -0.20 0.07 0.16
H -1.862794 -0.683677 5.331043 0.16 0.15 0.27
C -3.482964 -2.435765 -0.579750 -0.46 -0.58 0.10
O -3.089407 -3.274631 0.496710 0.04 0.85 0.20
C -3.427520 -2.661508 1.727849 0.17 -0.35 0.34
C -2.872362 -3.476489 2.882138 -0.62 -0.60 0.45
O -1.746067 -2.810174 3.427341 0.07 -0.44 -0.59
C -0.861818 -3.655301 4.117029 1.03 0.86 0.60
H -3.099451 -2.896025 -1.486144 0.05 0.24 -0.11
H -3.156506 -1.400627 -0.455215 0.38 -0.06 -0.02
H -4.577693 -2.399789 -0.640630 -0.02 -0.06 -0.10
H -4.508876 -2.508904 1.793578 -0.14 -0.25 0.02
H -2.983901 -1.667425 1.850267 0.14 0.10 -0.34
H -2.632952 -4.507732 2.596891 0.32 0.22 -0.52
H -3.639718 -3.654030 3.650970 0.04 0.50 0.13
H -0.457338 -4.520250 3.584431 -0.80 -0.21 -0.25
H -1.238804 -3.891346 5.117384 -0.08 -0.37 -0.13
H 0.052092 -3.063821 4.251089 -0.15 0.08 0.22
```
Positions in Å, forces in eV/Å.

Calculated values
- E_tot: -2724.60747 Ha
- Charge: +1
- Multiplicity: 1

=====

Record 2
Entry from the Open Molecules 2025 dataset: a cluster of 7 separate species, C34H84NO16PS in total (wB97M-V/def2-TZVPD).

Structure (XYZ):
```
137
Properties=species:S:1:pos:R:3:forces:R:3
C -0.373576 3.665433 4.184739 -0.03 0.05 0.11
O 0.330200 4.546966 3.335575 0.06 0.00 0.21
C -0.187662 4.599292 2.022324 0.02 -0.12 -0.19
C -0.758689 5.973663 1.670151 0.06 -0.05 0.10
C -1.883367 5.869712 0.641522 -0.02 0.04 -0.08
C -3.184204 5.296049 1.236037 -0.07 -0.11 0.01
C -4.442532 6.132610 0.939510 -0.05 0.08 -0.02
C -5.530833 6.108824 2.026940 -0.06 -0.09 -0.08
C -6.505414 4.912454 2.003187 0.08 0.05 -0.13
C -5.897910 3.536994 1.676931 -0.06 -0.09 0.04
C -5.829419 3.221571 0.178293 -0.14 0.14 -0.07
O -6.263898 1.859123 -0.084679 0.16 -0.16 0.27
S -5.145493 0.839692 -0.621542 0.06 -0.45 0.03
O -5.812060 -0.436957 -0.691085 0.12 0.59 0.02
O -4.218964 0.719039 0.804708 -0.49 0.32 -0.24
P -2.637154 1.073212 0.868322 0.22 -0.18 -0.10
N -1.941031 1.463582 -0.457809 0.00 0.04 0.34
H 0.114160 3.683723 5.160840 -0.04 0.03 -0.09
H -0.337511 2.633358 3.813204 -0.03 0.07 -0.01
H -1.422153 3.979948 4.308803 0.12 -0.07 -0.04
H -0.966270 3.833183 1.906542 0.00 0.06 -0.01
H 0.626716 4.328608 1.337608 -0.13 0.05 -0.03
H -1.135844 6.421714 2.598252 0.01 0.00 -0.15
H 0.034149 6.627297 1.293327 -0.02 -0.07 0.11
H -1.547558 5.240827 -0.194593 -0.02 0.15 0.03
H -2.076517 6.859764 0.216849 -0.01 -0.09 0.01
H -3.317982 4.280018 0.855123 -0.02 -0.03 0.10
H -3.075187 5.191805 2.325602 0.03 0.08 -0.12
H -4.119304 7.171926 0.803001 -0.07 -0.08 0.08
H -4.861840 5.840407 -0.029658 0.04 0.07 0.08
H -6.140100 7.014901 1.927770 0.10 -0.07 0.04
H -5.047858 6.183351 3.009679 -0.03 -0.10 -0.09
H -7.011640 4.854370 2.972230 0.09 0.01 -0.08
H -7.298383 5.112669 1.270984 0.07 0.00 0.05
H -6.510663 2.751750 2.130020 0.01 0.10 -0.09
H -4.909465 3.455829 2.128824 0.03 -0.11 0.05
H -4.835647 3.373241 -0.259381 -0.06 0.01 0.07
H -6.530232 3.852249 -0.374540 0.07 -0.08 0.03
H -2.590510 1.993069 1.932739 -0.05 0.01 0.03
H -2.208556 -0.135518 1.426110 0.14 0.09 -0.05
H -1.639123 2.426421 -0.516815 -0.04 0.05 -0.17
C -4.059565 -2.565558 1.291266 -0.09 -0.01 0.02
O -3.364745 -3.798907 1.219793 0.12 0.02 0.04
C -2.120002 -3.678218 0.555861 -0.05 0.04 -0.02
C -0.966292 -3.484570 1.516678 0.09 -0.08 -0.01
O -1.058882 -2.261382 2.233235 -0.02 0.03 0.00
C -1.561950 -2.411502 3.547146 0.01 -0.01 0.00
H -4.895347 -2.694056 1.977226 -0.01 -0.04 -0.02
H -3.411748 -1.770739 1.667768 -0.12 -0.06 0.01
H -4.453304 -2.273031 0.314591 0.03 0.00 -0.01
H -2.148345 -2.839863 -0.150101 0.00 -0.01 -0.04
H -1.954311 -4.594846 -0.018079 0.01 -0.01 0.03
H -0.033019 -3.458730 0.946611 -0.01 -0.03 -0.01
H -0.911629 -4.330543 2.209587 -0.01 0.01 0.01
H -0.824610 -2.895897 4.196357 -0.01 -0.01 -0.01
H -2.485557 -2.995052 3.560704 0.00 0.00 0.01
H -1.764887 -1.412815 3.932479 0.02 0.01 0.02
C 3.038471 2.737498 4.041242 -0.01 0.03 -0.03
O 2.385633 1.608971 4.596552 0.00 0.02 0.08
C 3.078443 0.389862 4.398386 -0.02 0.00 -0.07
C 3.855700 -0.033236 5.626310 0.02 -0.02 0.05
O 4.900725 0.870429 5.938506 0.00 0.03 -0.04
C 4.578942 1.781449 6.971146 0.00 0.00 -0.01
H 2.528061 3.623167 4.411835 -0.01 0.01 -0.03
H 4.092965 2.778349 4.324911 0.00 -0.03 0.01
H 2.961055 2.731197 2.948552 0.03 -0.01 -0.01
H 3.757402 0.472265 3.542829 0.00 -0.01 0.00
H 2.336876 -0.381294 4.167969 0.00 -0.01 -0.01
H 4.308192 -1.011298 5.437578 0.00 0.00 0.00
H 3.172946 -0.135053 6.477118 0.00 0.00 0.00
H 4.540628 1.276234 7.942674 -0.02 -0.01 0.00
H 3.621214 2.275419 6.789766 0.00 0.01 0.00
H 5.367966 2.531096 6.996761 0.01 -0.01 0.01
C -5.014195 7.439195 -2.674415 0.00 0.00 0.01
O -4.293195 6.270020 -2.333125 0.05 -0.04 -0.03
C -4.360253 5.244637 -3.311279 -0.05 0.00 0.03
C -3.111537 5.191392 -4.163747 0.06 -0.01 -0.03
O -2.944089 6.367508 -4.933806 -0.06 0.03 0.03
C -2.010414 7.279282 -4.387297 0.00 0.00 -0.01
H -4.725704 8.214151 -1.965543 -0.01 -0.01 0.01
H -4.779848 7.773849 -3.687409 0.01 0.01 0.00
H -6.094332 7.272540 -2.594768 0.00 -0.01 -0.02
H -5.240267 5.383811 -3.947975 0.00 -0.01 -0.01
H -4.468547 4.288650 -2.787889 0.00 0.00 0.00
H -3.191336 4.346502 -4.853751 0.00 0.00 0.01
H -2.236753 5.024614 -3.525664 0.00 -0.01 0.00
H -0.987238 6.902126 -4.490667 0.00 -0.01 0.02
H -2.210171 7.477422 -3.331026 0.00 0.01 0.00
H -2.100258 8.207589 -4.948734 0.01 -0.01 -0.01
C 2.085337 -1.971954 -0.825452 -0.01 0.05 0.03
O 3.346655 -2.602099 -0.956581 -0.05 -0.04 -0.07
C 3.247254 -4.015639 -0.939730 0.02 0.02 0.07
C 3.293535 -4.615115 -2.327894 0.00 -0.07 -0.09
O 2.176272 -4.234043 -3.112629 -0.04 0.04 0.07
C 2.462381 -3.188890 -4.026001 -0.01 -0.01 -0.03
H 2.222184 -0.906655 -1.001832 0.04 -0.01 0.02
H 1.365293 -2.364464 -1.547924 -0.02 0.02 0.01
H 1.690893 -2.114459 0.186774 -0.04 0.04 0.00
H 2.321383 -4.318838 -0.437053 0.01 -0.04 0.02
H 4.087865 -4.404426 -0.355547 0.01 0.00 -0.01
H 3.272261 -5.706115 -2.239878 0.04 0.00 0.01
H 4.223787 -4.336721 -2.832987 -0.02 0.02 -0.01
H 3.113919 -3.545326 -4.828660 0.02 0.03 0.00
H 2.948748 -2.345020 -3.530999 0.00 0.01 0.00
H 1.514807 -2.859286 -4.449401 -0.01 -0.03 0.01
C 5.743115 -4.558197 -6.108363 -0.01 0.00 0.01
O 5.793646 -3.923430 -4.843943 0.03 0.03 0.00
C 6.939643 -4.258858 -4.080011 -0.04 -0.04 0.01
C 7.997327 -3.178474 -4.137158 0.04 0.05 0.01
O 8.521803 -3.014592 -5.442282 -0.03 -0.05 -0.03
C 7.973845 -1.914969 -6.143957 0.00 0.00 0.00
H 4.950003 -4.077678 -6.679584 -0.01 -0.01 0.01
H 6.687037 -4.453137 -6.648033 0.00 0.00 -0.01
H 5.506891 -5.622716 -6.003874 0.02 -0.01 0.00
H 7.360832 -5.209775 -4.422948 0.01 0.00 0.00
H 6.623261 -4.385222 -3.039435 0.00 0.00 0.00
H 8.824075 -3.459852 -3.478278 0.00 0.00 0.00
H 7.579042 -2.234673 -3.771181 0.00 0.00 0.01
H 8.335988 -0.966840 -5.731907 -0.02 0.00 0.02
H 6.881455 -1.920411 -6.113611 0.00 0.00 -0.01
H 8.303578 -1.996627 -7.178225 0.02 0.01 0.01
C 2.442016 -7.800426 1.225593 0.00 0.00 0.01
O 1.221700 -7.177209 0.876123 -0.03 -0.02 0.01
C 0.991560 -7.118433 -0.522111 -0.01 0.12 0.05
C 0.038644 -8.193185 -0.995016 -0.03 -0.06 -0.02
O 0.573556 -9.494186 -0.824058 0.05 0.02 0.03
C 0.084087 -10.166322 0.320300 0.00 0.00 0.00
H 2.430227 -7.952737 2.303590 0.01 0.02 0.00
H 2.558523 -8.766135 0.727438 0.01 0.00 0.01
H 3.296369 -7.162997 0.969679 0.00 -0.01 -0.02
H 1.938603 -7.193343 -1.066426 -0.01 -0.03 -0.01
H 0.553873 -6.139553 -0.743097 0.01 0.00 -0.05
H -0.151168 -8.048519 -2.062439 0.00 0.01 0.00
H -0.915126 -8.099189 -0.464708 -0.01 0.00 0.00
H -0.960706 -10.465627 0.182954 -0.01 0.02 0.01
H 0.159733 -9.545560 1.216585 0.00 -0.01 0.01
H 0.690425 -11.060883 0.452370 -0.01 -0.01 -0.01
```
Positions in Å, forces in eV/Å.

Calculated values
- E_tot: -3343.65421 Ha
- Multiplicity: 1